{"formula": "C47H34CuF3INOPSb", "method": "ωB97M-V/def2-TZVPD", "lumo_ev": [-3.0, -4.1], "e_tot_ha": -4760.52113, "total_charge": 1, "s_squared": 0.76, "mol_weight_g_mol": 1028.97, "multiplicity": 2, "largest_force_ev_per_a": 0.10, "elements": ["H", "H", "C", "H", "C", "C", "H", "C", "C", "O", "H", "H", "C", "C", "H", "C", "C", "C", "H", "H", "H", "F", "H", "C", "C", "Sb", "H", "C", "C", "H", "C", "H", "H", "H", "C", "C", "H", "H", "F", "F", "C", "C", "C", "C", "H", "Cu", "H", "N", "C", "H", "C", "H", "C", "I", "C", "C", "C", "C", "C", "C", "H", "P", "C", "C", "H", "C", "H", "C", "C", "H", "C", "H", "C", "C", "H", "C", "C", "C", "H", "C", "H", "H", "C", "C", "C", "H", "H", "C", "H", "C"], "positions_angstrom": [[2.482384, 4.772647, -0.761216], [0.414094, -2.720593, -4.075765], [-0.414681, -2.791284, -3.384485], [1.399776, -3.707560, -0.444481], [4.759301, -3.619877, 1.495301], [1.978184, 2.507600, 2.765162], [2.541466, 2.134425, -2.185252], [-3.707293, -2.996838, -0.760564], [1.003076, 6.308151, -0.743889], [-1.930120, 1.633198, 1.924329], [6.619216, -2.755247, 0.865295], [2.784419, -4.235700, 2.034073], [-1.434100, -3.742258, -3.597792], [-1.615846, -1.171282, -0.198471], [-2.296895, -5.356592, 2.388247], [-0.584682, 4.510708, 0.667795], [0.867920, -1.542148, 3.491693], [0.751447, -1.253331, 6.287480], [-0.611390, 0.340090, 5.901929], [1.599022, 7.026953, -1.289197], [1.873380, 4.794828, 5.285574], [7.000109, 2.312439, -2.023084], [-2.804288, -0.712818, 1.523506], [5.004866, -1.350066, 0.743363], [-1.141658, -5.675509, 0.609737], [1.430147, 2.205749, 0.741359], [-4.633052, -2.213869, 0.983506], [5.562388, -2.587302, 1.025238], [1.597028, -2.366956, 4.343538], [-2.059789, 6.090554, 0.694576], [3.336420, 2.312382, -0.185432], [-3.293828, -4.512677, -2.911990], [0.701254, -1.130364, 7.360716], [1.269510, 4.537766, 2.890851], [0.255011, -3.386690, 1.353222], [2.649450, 2.810435, 5.422279], [-1.206884, 3.824424, 1.228656], [-1.068876, -3.330390, 3.048075], [2.966637, 2.954940, 6.716981], [-0.736861, 7.870384, -0.609773], [-0.267936, 6.648694, -0.324766], [1.548507, -2.233580, 5.723398], [-1.485493, -4.997399, 1.768949], [0.052268, -0.546219, 4.067592], [-1.378325, 1.088595, 4.067268], [-0.038996, -0.094035, 0.419576], [2.229472, -3.135035, 3.920851], [-1.022260, 0.597706, 2.156974], [-0.100211, -5.210650, -0.183227], [2.786789, 0.516266, 2.981529], [0.592356, -4.068810, 0.182867], [4.760589, 2.119950, -3.278335], [-3.778273, -2.175611, 0.320258], [0.992797, -0.527746, -2.028518], [2.837107, -2.163853, 1.441937], [1.728049, 3.711155, 3.420123], [2.576517, 1.462255, 3.468329], [3.647004, -1.147136, 0.944007], [2.060229, 3.869238, 4.758422], [-0.820257, 0.433367, 3.400553], [-4.497452, -3.704845, -0.977519], [1.070160, -1.798827, 1.682579], [5.802503, 2.319247, -1.423526], [-2.589161, -2.936539, -1.626035], [4.449879, 2.545808, 1.644214], [0.012533, -0.427093, 5.460599], [6.660337, 2.554004, 0.517909], [4.668073, 2.201424, -2.204010], [-0.790464, -3.854615, 2.141555], [-2.264608, 1.453030, 1.032568], [3.434014, 2.198400, -1.571988], [5.615786, -0.545213, 0.355020], [2.923191, 1.605788, 4.802747], [1.482308, 5.041276, -0.444055], [-1.371450, -4.405678, -4.449634], [5.745307, 2.448645, -0.049236], [-0.501950, -1.964854, -2.305481], [-2.718622, -1.283558, 0.609263], [2.131902, -2.896120, 6.348734], [-1.556202, -1.995202, -1.362717], [3.390765, 0.805283, 5.360359], [0.170071, -5.735478, -1.090233], [-1.073747, 5.775831, 0.381619], [0.694233, 4.133552, 0.258851], [4.501275, 2.444917, 0.566711], [3.213707, -0.188527, 0.687516], [5.189628, -4.591837, 1.697285], [-2.495276, -3.800463, -2.744271], [-1.683621, -6.567188, 0.323125], [3.404629, -3.413651, 1.698137]], "forces_ev_per_a": [[-0.006, 0.000, 0.001], [0.000, -0.001, 0.001], [0.001, -0.006, -0.006], [0.005, -0.001, -0.001], [0.001, -0.001, -0.003], [0.010, -0.015, 0.021], [-0.025, -0.020, -0.010], [0.000, -0.005, 0.003], [0.005, -0.003, -0.001], [0.013, 0.010, -0.006], [0.000, -0.002, -0.001], [-0.005, 0.003, 0.005], [0.008, -0.007, -0.007], [-0.018, -0.011, -0.014], [0.000, -0.002, 0.000], [0.007, -0.002, -0.008], [0.023, -0.010, -0.005], [-0.001, -0.007, -0.001], [-0.001, 0.000, 0.001], [-0.001, 0.001, 0.000], [0.001, 0.001, -0.001], [0.008, 0.003, 0.003], [-0.007, -0.004, 0.008], [-0.002, 0.002, -0.007], [-0.002, 0.005, -0.005], [-0.002, 0.013, -0.026], [-0.001, 0.001, 0.001], [-0.005, -0.009, 0.003], [0.003, -0.006, -0.003], [-0.001, -0.001, -0.002], [0.017, 0.008, 0.029], [-0.002, 0.001, 0.001], [0.000, 0.000, 0.001], [0.006, 0.003, 0.000], [-0.013, 0.003, 0.010], [-0.003, -0.004, -0.005], [-0.003, -0.005, -0.003], [0.002, -0.001, 0.002], [0.002, 0.000, 0.006], [0.004, -0.003, 0.001], [-0.001, 0.003, 0.003], [-0.004, 0.012, 0.003], [0.002, -0.001, 0.004], [-0.040, 0.007, 0.004], [-0.001, -0.001, 0.000], [-0.069, 0.044, 0.061], [0.000, 0.003, 0.002], [-0.006, -0.028, 0.020], [0.008, -0.002, 0.007], [0.017, 0.007, -0.002], [-0.009, 0.007, -0.002], [0.000, 0.000, 0.000], [0.000, 0.007, 0.002], [0.053, -0.010, -0.090], [-0.007, 0.001, -0.018], [-0.021, -0.019, -0.007], [0.013, 0.012, -0.012], [-0.007, 0.007, 0.005], [-0.002, -0.001, 0.008], [0.016, -0.005, -0.005], [-0.002, 0.000, -0.001], [0.042, -0.011, 0.059], [0.007, 0.004, 0.004], [0.001, 0.011, -0.010], [-0.001, 0.003, -0.001], [-0.008, -0.005, -0.004], [0.001, 0.002, -0.001], [-0.008, 0.004, -0.005], [0.004, 0.006, 0.002], [-0.006, -0.007, -0.002], [-0.003, 0.011, -0.006], [-0.001, 0.000, 0.001], [0.007, 0.012, -0.003], [0.009, 0.007, 0.004], [0.000, 0.001, -0.001], [-0.002, 0.005, 0.005], [-0.011, 0.015, 0.017], [0.021, -0.002, -0.023], [0.001, -0.001, 0.000], [-0.007, -0.001, -0.007], [0.000, -0.002, -0.003], [0.001, 0.000, -0.001], [-0.003, -0.002, 0.003], [0.003, -0.005, 0.002], [0.000, -0.027, -0.013], [0.006, 0.003, 0.009], [0.001, 0.000, -0.001], [-0.010, 0.009, 0.014], [-0.001, -0.001, 0.000], [-0.001, 0.000, -0.003]], "lowdin_spin": [0.0002, 0.0018, 0.0003, 0.0000, 0.0002, 0.0012, 0.0000, -0.0080, 0.0006, 0.0037, 0.0000, 0.0000, 0.0016, 0.2142, 0.0000, 0.0014, 0.0008, 0.0002, 0.0001, 0.0001, 0.0000, 0.0000, 0.0028, 0.0000, -0.0003, 0.0280, 0.0016, 0.0002, 0.0005, 0.0000, 0.0012, 0.0005, 0.0000, 0.0001, -0.0005, 0.0003, 0.0000, 0.0000, 0.0001, 0.0002, 0.0005, -0.0009, 0.0000, 0.0005, 0.0017, 0.4780, 0.0001, 0.0528, 0.0000, -0.0001, -0.0005, 0.0000, 0.0099, 0.1095, 0.0026, 0.0005, 0.0000, 0.0002, 0.0000, 0.0010, -0.0003, 0.0078, 0.0000, 0.0069, 0.0000, -0.0008, 0.0000, 0.0001, -0.0004, 0.0029, -0.0001, 0.0000, 0.0000, 0.0024, 0.0001, 0.0000, 0.0045, 0.0254, 0.0000, 0.0287, 0.0000, 0.0000, 0.0000, 0.0132, 0.0003, -0.0004, 0.0000, 0.0005, 0.0000, 0.0006]}